No. 1
9
Properties=species:S:1:pos:R:3 method="wB97M-V/def2-TZVPD" orbital_gap_ev=9.544 homo_energy_ev=-10.020 lumo_ev=-0.476 smiles=c1cnnnc1 e_above_lowest_kj_mol=313.0
C 0.6914 0.4732 0.4634
C 0.0926 -0.7052 0.8484
N -1.2318 -0.8345 0.6062
N -1.8255 -0.1123 -0.2768
N -1.0311 0.3800 -1.2189
C 0.2045 0.6655 -0.8432
H 1.4399 1.0672 0.9900
H 0.6261 -1.5804 1.2068
H 0.9243 0.8407 -1.6327

=====

No. 2
40
Properties=species:S:1:pos:R:3 method="wB97M-V/def2-TZVPD" spin_multiplicity=5 orbital_gap_ev="4.935 / 5.608" total_charge=+4 homo_energy_ev="-20.363 / -21.698" lumo_ev="-15.427 / -16.090"
I 1.2084 -2.6436 -0.5860
I 0.9277 1.7990 -1.4306
Tl -1.3649 0.6566 2.8818
Ir -1.0650 -1.6082 -1.5109
S 0.6599 -0.4178 -2.5076
C -2.3627 -2.7855 -2.1881
C -1.9476 -1.5184 0.1325
C -0.1748 -0.2357 -4.0997
C 0.6917 0.6084 -4.9956
C -1.5652 0.3260 -3.9260
C -0.1657 -1.6788 -4.5925
C -3.4055 2.9353 3.3373
C -2.3838 2.3607 0.4645
O -2.4888 -1.6228 1.1709
O -3.2423 -3.4946 -2.4858
O -4.1790 3.7792 3.3582
O -2.6782 2.8596 -0.5201
H 0.2413 0.5383 -5.9908
H 1.7043 0.2157 -5.0262
H 0.7092 1.6412 -4.6649
H -2.0555 0.1452 -4.8881
H -1.5207 1.3994 -3.7427
H -2.1584 -0.1851 -3.1404
H -0.5680 -1.6384 -5.6096
H -0.7846 -2.3406 -3.9692
H 0.8684 -2.0493 -4.5956
Cl 2.2129 2.3351 2.3323
C 2.2999 1.1895 3.6064
C 2.8228 1.5600 4.8364
C 2.6441 0.7228 5.9511
C 1.9602 -0.4862 5.8128
C 1.4894 -0.8989 4.5698
C 1.6643 -0.0904 3.4099
C 1.0325 -0.4915 2.2151
H 3.3388 2.5075 4.9404
H 3.0222 1.0159 6.9224
H 1.7856 -1.1272 6.6727
H 0.9387 -1.8359 4.4388
H 0.7849 -1.5533 2.1194
H 1.1033 0.1069 1.2974